No. 1
This record from the OMol25 dataset describes a molecular structure, C43H32CuN7O2P2Se2. The level of theory is wB97M-V/def2-TZVPD.

Structure (ORCA input):
```
! RIJCOSX wB97M-V def2-TZVPD def2/J DEFGRID3
* xyz 0 1
Cu -1.426 0.005 1.841
O -5.246 -5.191 4.982
N -4.627 -4.475 5.743
O -4.669 -4.591 6.952
C -3.782 -3.403 5.183
C -3.210 -2.586 6.093
C -2.371 -1.507 5.706
C -1.783 -0.629 6.634
C -0.968 0.370 6.176
C -0.722 0.466 4.800
N -1.292 -0.320 3.909
C -2.122 -1.288 4.347
C -2.766 -2.132 3.364
N -2.531 -1.818 2.075
C -3.091 -2.535 1.122
C -3.916 -3.626 1.410
C -4.162 -3.967 2.714
C -3.591 -3.207 3.759
H -3.404 -2.758 7.142
H -1.976 -0.761 7.693
H -0.494 1.061 6.860
H -0.007 1.184 4.409
H -2.885 -2.222 0.105
H -4.358 -4.193 0.602
H -4.793 -4.807 2.941
Se -1.379 -0.099 -5.391
P 0.163 0.000 -3.984
C 1.285 -1.409 -4.228
C 0.708 -2.669 -4.049
C 1.404 -3.809 -4.407
C 2.678 -3.701 -4.951
C 3.254 -2.453 -5.126
C 2.559 -1.304 -4.768
C 1.175 1.503 -4.123
C 2.323 1.653 -3.347
C 3.082 2.809 -3.435
C 2.695 3.822 -4.302
C 1.556 3.673 -5.082
C 0.797 2.514 -4.997
C -0.439 -0.039 -2.262
C 0.015 0.017 -0.923
N -1.091 -0.058 -0.151
N -2.148 -0.167 -0.939
N -1.784 -0.155 -2.197
P 1.563 0.297 -0.045
Se 1.481 -0.011 2.056
C 1.939 2.056 -0.297
C 3.219 2.587 -0.165
C 3.404 3.961 -0.195
C 2.316 4.809 -0.336
C 1.035 4.282 -0.436
C 0.843 2.909 -0.414
C 2.808 -0.849 -0.697
C 2.501 -2.193 -0.475
C 3.443 -3.171 -0.733
C 4.701 -2.817 -1.207
C 5.000 -1.488 -1.449
C 4.055 -0.502 -1.200
H -0.302 -2.737 -3.659
H 0.948 -4.784 -4.284
H 3.222 -4.592 -5.242
H 4.245 -2.370 -5.556
H 3.002 -0.330 -4.932
H 2.619 0.852 -2.680
H 3.973 2.922 -2.830
H 3.283 4.729 -4.368
H 1.261 4.462 -5.762
H -0.092 2.382 -5.601
H 4.068 1.935 -0.010
H 4.402 4.371 -0.095
H 2.464 5.882 -0.358
H 0.180 4.941 -0.527
H -0.157 2.499 -0.487
H 1.531 -2.460 -0.071
H 3.205 -4.211 -0.549
H 5.444 -3.582 -1.395
H 5.976 -1.212 -1.829
H 4.305 0.531 -1.399
C -4.212 4.014 1.722
C -4.573 2.842 1.079
C -3.722 1.750 1.151
N -2.568 1.782 1.827
C -2.220 2.918 2.435
C -3.008 4.056 2.407
H -4.855 4.884 1.687
H -5.496 2.768 0.520
H -3.942 0.826 0.632
H -1.267 2.909 2.952
H -2.680 4.956 2.912
*
```

Output
HOMO energy (eV): -6.85
Calculated total energy (Eh): -9317.62635
Kohn-Sham gap (eV): 5.5
Relative energy (zero: lowest compared OMol25 entry of this formula, charge and spin) (kcal/mol): 0.0
LUMO energy (eV): -1.3

---

No. 2
This record from the OMol25 dataset describes a molecular structure, C43H33F9N10O4PdSe at a distorted geometry. The level of theory is wB97M-V/def2-TZVPD.

Structure (ORCA input):
```
! RIJCOSX wB97M-V def2-TZVPD def2/J DEFGRID3
* xyz -2 1
Pd -1.435 -0.554 3.058
C 1.209 4.138 1.240
N 0.897 2.919 1.971
C -0.135 2.055 1.869
N -0.093 1.211 2.887
C 1.011 1.581 3.576
N 1.624 2.616 3.065
C 2.113 4.024 0.022
C 3.296 4.753 0.050
C 4.134 4.774 -1.053
C 3.809 4.080 -2.190
C 2.623 3.343 -2.251
C 1.771 3.315 -1.126
C 2.312 2.632 -3.466
N 2.981 2.622 -4.582
N 2.322 1.816 -5.448
C 1.261 1.389 -4.837
O 1.195 1.874 -3.565
C 0.209 0.535 -5.319
C 0.161 0.055 -6.631
C -0.900 -0.737 -7.033
C -1.925 -1.056 -6.148
C -1.881 -0.568 -4.846
C -2.972 -0.876 -3.855
N -3.001 0.159 -2.863
C -2.385 0.217 -1.671
N -2.586 1.403 -1.135
C -3.352 2.041 -2.050
N -3.625 1.327 -3.116
C -0.818 0.206 -4.443
H 1.706 4.777 1.968
H 0.263 4.600 0.946
H -0.892 2.064 1.103
H 1.347 1.095 4.474
H 3.559 5.304 0.945
H 5.055 5.342 -1.008
H 4.456 4.084 -3.057
H 0.847 2.752 -1.179
H 0.959 0.313 -7.314
H -0.953 -1.095 -8.054
H -2.763 -1.663 -6.471
H -2.791 -1.839 -3.373
H -3.944 -0.907 -4.346
H -1.795 -0.576 -1.234
H -3.704 3.051 -1.924
H -0.765 0.582 -3.429
F -4.491 -0.081 3.168
C -4.761 0.641 4.244
F -5.602 -0.088 5.006
F -5.482 1.711 3.825
C -3.425 1.022 5.029
O -2.463 0.111 4.940
C -2.985 2.431 4.466
F -1.742 2.744 4.849
F -3.768 3.469 4.855
F -2.999 2.434 3.120
C -3.845 1.251 6.520
F -5.011 1.934 6.653
F -2.915 1.960 7.191
F -4.001 0.095 7.173
C 3.943 -3.774 -4.682
O 3.896 -3.414 -3.326
C 4.032 -2.073 -3.020
C 4.716 -1.166 -3.802
C 4.849 0.158 -3.388
C 4.292 0.559 -2.185
C 3.562 -0.335 -1.416
C 3.399 -1.661 -1.824
N 2.651 -2.560 -1.115
C 1.741 -2.223 -0.076
C 2.121 -1.964 1.233
C 3.458 -2.054 1.711
C 3.740 -2.029 3.063
C 2.716 -1.881 3.994
C 1.401 -1.702 3.560
C 1.073 -1.672 2.201
O -0.135 -1.417 1.716
H 3.167 -3.262 -5.261
H 3.768 -4.849 -4.707
H 4.917 -3.565 -5.137
H 5.143 -1.468 -4.751
H 5.355 0.875 -4.024
H 4.395 1.584 -1.856
H 3.072 -0.020 -0.503
H 2.441 -3.397 -1.634
H 0.687 -2.283 -0.319
H 4.256 -2.181 0.987
H 4.762 -2.154 3.409
H 2.940 -1.884 5.056
H 0.608 -1.564 4.292
Se -2.167 -2.834 2.851
C -3.767 -3.601 3.538
C -4.175 -4.836 3.012
C -5.336 -5.425 3.466
N -6.142 -4.883 4.383
C -5.751 -3.711 4.884
C -4.590 -3.049 4.521
H -3.565 -5.308 2.251
H -5.656 -6.388 3.074
H -6.418 -3.278 5.625
H -4.317 -2.122 5.002
*
```

Output
HOMO energy (spin up / spin down) (eV): 0.08 / 0.65
Calculated total energy (Eh): -5935.08197
Kohn-Sham gap (spin up / spin down) (eV): 3.1 / 2.5
LUMO energy (spin up / spin down) (eV): 3.2 / 3.1

---

No. 3
This record from the OMol25 dataset describes a molecular structure, C43H33I2N11O4W at a distorted geometry. The level of theory is wB97M-V/def2-TZVPD.

Structure (ORCA input):
```
! RIJCOSX wB97M-V def2-TZVPD def2/J DEFGRID3
* xyz 2 3
W -0.296 1.036 0.589
I -4.483 -4.395 -1.102
C -3.151 -3.094 -0.234
C -2.024 -3.723 0.362
C -0.936 -3.031 0.810
I 0.410 -3.679 2.242
C -0.931 -1.597 0.537
O 0.236 -0.874 0.832
C -3.154 -0.608 0.342
C -3.449 0.816 -0.056
N -2.318 1.831 0.211
C -2.276 3.035 -0.631
C -1.261 3.939 0.111
C -1.310 5.317 0.130
C -0.394 6.056 0.879
C 0.588 5.309 1.533
C 0.599 3.959 1.469
N -0.307 3.254 0.792
C -3.564 -1.706 -0.352
H -2.067 -4.794 0.475
H -4.324 1.225 0.455
H -3.661 0.840 -1.135
H -2.481 2.186 1.162
H -3.242 3.527 -0.729
H -1.928 2.753 -1.638
H -2.079 5.788 -0.443
H -0.437 7.130 0.946
H 1.336 5.780 2.159
H 1.305 3.321 1.970
H -4.359 -1.550 -1.076
O -0.861 -1.919 -1.963
C -0.981 -1.282 -0.976
O -1.054 0.081 -0.985
C -2.131 -0.905 1.419
C -2.821 -1.696 2.514
C -3.429 -1.034 3.493
C -3.229 0.404 3.679
C -3.945 1.121 4.611
C -3.634 2.421 4.951
C -2.499 2.999 4.401
C -1.759 2.302 3.455
C -2.153 1.030 3.024
N -1.531 0.348 1.977
H -2.913 -2.760 2.404
H -4.051 -1.544 4.207
H -4.776 0.625 5.089
H -4.225 2.964 5.677
H -2.146 3.993 4.665
H -0.847 2.750 3.069
C 4.353 -1.217 1.982
N 3.203 -0.315 2.166
C 2.666 0.507 1.280
N 1.554 1.049 1.808
C 1.497 0.469 3.057
N 2.471 -0.327 3.307
C 3.958 -2.551 1.393
C 4.254 -3.762 2.014
C 3.888 -4.968 1.418
C 3.192 -4.965 0.226
C 2.856 -3.765 -0.392
C 3.261 -2.573 0.184
C 2.094 -3.770 -1.622
N 1.405 -4.727 -2.162
N 0.925 -4.228 -3.399
C 1.372 -3.016 -3.478
O 2.088 -2.650 -2.386
C 1.142 -1.969 -4.468
C 0.248 -2.096 -5.528
C 0.007 -1.005 -6.351
C 0.608 0.225 -6.109
C 1.524 0.350 -5.086
C 2.133 1.668 -4.651
N 1.846 1.837 -3.196
C 0.918 1.236 -2.443
N 1.027 1.707 -1.183
C 2.054 2.616 -1.278
N 2.557 2.731 -2.471
C 1.848 -0.781 -4.329
H 4.840 -1.293 2.958
H 5.032 -0.688 1.295
H 3.099 0.677 0.315
H 0.704 0.706 3.751
H 4.787 -3.761 2.959
H 4.130 -5.895 1.907
H 2.876 -5.896 -0.215
H 2.985 -1.668 -0.330
H -0.281 -3.040 -5.680
H -0.687 -1.102 -7.169
H 0.367 1.080 -6.714
H 1.686 2.505 -5.164
H 3.221 1.721 -4.743
H 0.254 0.488 -2.807
H 2.396 3.212 -0.442
H 2.584 -0.700 -3.539
*
```

Output
HOMO energy (spin up / spin down) (eV): -11.87 / -12.79
Calculated total energy (Eh): -3223.65067
Kohn-Sham gap (spin up / spin down) (eV): 4.5 / 6.3
Relative energy (zero: lowest compared OMol25 entry of this formula, charge and spin) (kcal/mol): 93.3
LUMO energy (spin up / spin down) (eV): -7.4 / -6.5

---

No. 4
This record from the OMol25 dataset describes a molecular structure, C43H34ClFeIN5O7. The level of theory is wB97M-V/def2-TZVPD.

Structure (ORCA input):
```
! RIJCOSX wB97M-V def2-TZVPD def2/J DEFGRID3
* xyz 0 2
Fe 0.732 1.483 -0.256
O 4.648 1.043 3.940
C 3.450 0.814 4.434
O 3.288 0.406 5.557
C 2.262 1.071 3.545
C 0.944 0.936 3.947
Cl 0.412 0.614 5.525
N 0.126 1.214 2.894
N 0.877 1.497 1.801
C 2.145 1.414 2.181
C 3.171 1.635 1.098
O 4.373 1.714 1.354
O 2.635 1.643 -0.048
C -1.305 1.321 2.841
C -1.852 2.207 1.930
C -3.226 2.377 1.871
C -4.063 1.657 2.709
C -3.507 0.767 3.614
C -2.135 0.598 3.691
H 4.633 1.363 2.977
H -1.211 2.798 1.288
H -3.629 3.091 1.171
H -5.135 1.793 2.662
H -4.142 0.194 4.276
H -1.741 -0.115 4.392
I 1.108 1.250 -2.917
C 0.875 3.307 -3.105
C 0.873 3.855 -4.355
C 0.770 5.255 -4.488
C 0.690 6.035 -3.373
C 0.685 5.468 -2.073
C 0.603 6.294 -0.929
C 0.600 5.735 0.311
C 0.661 4.331 0.465
C 0.714 3.464 -0.601
C 0.763 4.058 -1.907
H 0.954 3.229 -5.232
H 0.762 5.701 -5.473
H 0.630 7.112 -3.465
H 0.558 7.369 -1.057
H 0.550 6.367 1.189
H 0.660 3.949 1.476
C 1.759 -6.281 1.224
O 1.131 -5.072 0.840
C 0.003 -5.149 0.074
C -0.572 -6.325 -0.370
C -1.712 -6.281 -1.170
C -2.249 -5.065 -1.534
C -1.673 -3.876 -1.091
C -0.558 -3.902 -0.266
N 0.121 -2.787 0.256
C -0.108 -1.445 0.058
N -1.393 -1.067 0.040
C -1.952 0.153 -0.391
C -1.232 1.307 -0.683
C -1.993 2.374 -1.203
C -3.359 2.302 -1.387
C -4.063 1.157 -1.031
C -3.354 0.090 -0.531
O -3.923 -1.105 -0.160
C -5.333 -1.151 -0.063
N 0.879 -0.603 -0.014
C 2.154 -1.207 -0.239
C 3.102 -1.314 0.763
C 4.346 -1.881 0.519
C 4.637 -2.360 -0.743
C 3.686 -2.296 -1.758
C 2.446 -1.734 -1.504
O 1.438 -1.640 -2.426
C 1.601 -2.330 -3.652
H 2.624 -5.997 1.816
H 2.087 -6.849 0.350
H 1.088 -6.895 1.830
H -0.143 -7.278 -0.101
H -2.163 -7.204 -1.505
H -3.122 -5.022 -2.171
H -2.093 -2.940 -1.423
H 1.056 -3.009 0.571
H -2.074 -1.771 0.280
H -1.507 3.294 -1.481
H -3.893 3.149 -1.800
H -5.134 1.107 -1.156
H -5.578 -2.119 0.366
H -5.801 -1.062 -1.047
H -5.704 -0.355 0.588
H 2.845 -0.961 1.753
H 5.074 -1.943 1.315
H 5.607 -2.791 -0.952
H 3.927 -2.675 -2.739
H 0.647 -2.253 -4.169
H 1.837 -3.382 -3.480
H 2.382 -1.873 -4.264
*
```

Output
HOMO energy (spin up / spin down) (eV): -7.82 / -7.87
Calculated total energy (Eh): -4481.08126
Kohn-Sham gap (spin up / spin down) (eV): 7.9 / 8.0
Relative energy (zero: lowest compared OMol25 entry of this formula, charge and spin) (kcal/mol): 0.0
LUMO energy (spin up / spin down) (eV): 0.1 / 0.1

---

No. 5
This record from the OMol25 dataset describes a molecular structure, C43H34N3O3OsP2. The level of theory is wB97M-V/def2-TZVPD.

Structure (ORCA input):
```
! RIJCOSX wB97M-V def2-TZVPD def2/J DEFGRID3
* xyz 1 1
Os 0.317 0.286 -1.124
C 0.697 2.542 4.018
C -0.307 1.437 3.807
C -1.136 1.102 4.876
C -2.117 0.128 4.774
C -2.298 -0.544 3.578
C -1.486 -0.229 2.501
C -0.491 0.740 2.598
P 0.525 1.026 1.121
C 0.761 2.824 0.980
C 2.048 3.348 0.888
C 2.247 4.704 0.696
C 1.151 5.545 0.594
C -0.132 5.025 0.683
C -0.356 3.665 0.872
C -1.771 3.165 0.992
C 2.156 0.311 1.482
C 2.633 -0.027 2.742
C 3.894 -0.593 2.874
C 4.672 -0.826 1.749
C 4.183 -0.524 0.485
C 2.922 0.041 0.340
C 2.364 0.371 -1.007
H 0.885 2.668 5.083
H 0.317 3.490 3.631
H 1.649 2.359 3.525
H -1.004 1.626 5.814
H -2.739 -0.098 5.630
H -3.064 -1.301 3.475
H -1.644 -0.728 1.557
H 2.909 2.695 0.975
H 3.252 5.098 0.619
H 1.291 6.606 0.441
H -0.985 5.687 0.600
H -2.460 3.866 0.523
H -2.063 3.058 2.040
H -1.909 2.194 0.513
H 2.022 0.135 3.620
H 4.269 -0.851 3.856
H 5.658 -1.259 1.854
H 4.781 -0.726 -0.395
H 2.845 -0.151 -1.833
H 2.433 1.453 -1.225
O 0.257 0.342 -5.234
C 0.114 -0.281 -4.206
O 0.789 -0.015 -3.124
C -0.820 -1.473 -4.187
C -1.233 -1.941 -5.430
C -2.055 -3.049 -5.541
C -2.498 -3.703 -4.401
C -2.121 -3.237 -3.154
C -1.273 -2.131 -3.036
P -0.873 -1.630 -1.357
C 0.620 -2.422 -0.743
C 0.840 -2.570 0.635
C 1.990 -3.193 1.083
C 2.930 -3.645 0.166
C 2.732 -3.478 -1.201
C 1.580 -2.871 -1.661
C -2.314 -2.012 -0.363
C -2.407 -3.159 0.421
C -3.566 -3.397 1.146
C -4.623 -2.500 1.082
C -4.531 -1.359 0.294
C -3.378 -1.113 -0.432
H -0.888 -1.407 -6.304
H -2.357 -3.399 -6.519
H -3.147 -4.565 -4.479
H -2.499 -3.733 -2.270
H 0.108 -2.210 1.348
H 2.159 -3.314 2.144
H 3.832 -4.127 0.520
H 3.474 -3.828 -1.906
H 1.414 -2.741 -2.723
H -1.585 -3.863 0.466
H -3.644 -4.287 1.756
H -5.525 -2.691 1.648
H -5.357 -0.663 0.245
H -3.303 -0.220 -1.045
O -0.532 1.890 -1.587
N -0.968 2.131 -2.882
C -0.153 2.847 -3.553
C 1.138 3.245 -3.045
N 2.159 3.535 -2.611
C -0.550 3.276 -4.866
N -0.854 3.622 -5.916
*
```

Output
HOMO energy (eV): -11.51
Calculated total energy (Eh): -2822.11251
Kohn-Sham gap (eV): 7.3
Relative energy (zero: lowest compared OMol25 entry of this formula, charge and spin) (kcal/mol): 0.0
LUMO energy (eV): -4.2